The following is a quantum chemistry calculation of a molecular structure, C47H100CdNO22Zn at a distorted geometry, from OMol25.

Computed properties:
* relative energy (zero: lowest compared OMol25 entry of this formula, charge and spin): 102.2 kcal per mole
* orbital gap: 0.1764 Ha
* charge: -1
* HOMO: -3.87 eV
* lowest unoccupied orbital energy: 0.93 eV

```
172
Properties=species:S:1:pos:R:3:forces:R:3:lowdin_charge:R:1
Zn 8.8805 -9.0750 -19.8309 -1.2107 0.4867 -0.6748 0.741
Cd 6.6961 -16.6828 -18.6351 -1.6821 -1.3678 0.5902 1.364
C 7.2822 -7.9643 -23.3808 -0.2975 0.0705 0.5482 -0.034
C 8.2748 -6.7876 -23.3876 1.1637 0.5283 0.0903 -0.445
C 7.7507 -5.6094 -24.2895 0.4812 -1.1679 -0.9109 -0.151
C 8.5198 -4.3380 -24.1532 -0.6351 -0.2037 0.7834 -0.221
C 8.5185 -3.9416 -22.6934 1.3989 0.5007 -0.8175 -0.150
C 9.1091 -4.9715 -21.6743 -1.3984 -0.1901 -0.5606 -0.475
N 8.5103 -6.2968 -21.9899 -1.1131 -0.8640 0.9212 -0.108
O 8.9128 -7.3383 -21.0183 0.4325 0.6775 -0.9351 -0.285
C 8.5411 -4.4465 -20.3309 0.8914 -0.3037 1.0447 -0.049
C 10.6530 -4.9168 -21.6634 -0.5219 0.3215 -0.0829 -0.027
C 9.6029 -7.2758 -24.0706 -0.2769 -0.5847 0.6031 -0.033
H 6.9209 -8.2408 -24.3713 0.2157 0.2165 -0.2436 0.086
H 6.3995 -7.7584 -22.7755 -0.0472 0.5168 -0.0902 0.063
H 7.6547 -8.8749 -22.9116 0.5618 0.0798 -0.0687 0.055
H 6.6749 -5.4354 -24.2693 -0.0539 -0.1760 0.4200 0.119
H 8.0286 -5.8826 -25.3075 -0.7112 -0.7332 -0.3018 0.106
H 8.0419 -3.5348 -24.7142 -0.1034 0.0159 -0.1694 0.111
H 9.5086 -4.4518 -24.5975 0.2677 0.0212 0.3509 0.107
H 7.5238 -3.6021 -22.4046 -0.0398 -0.2814 0.0655 0.114
H 9.1446 -3.0561 -22.8029 0.2059 0.4099 1.2762 0.108
H 8.9929 -3.5066 -20.0138 0.4056 0.3238 -0.4668 0.074
H 8.8174 -5.1067 -19.5088 -0.2127 -0.4255 -0.0714 0.055
H 7.4760 -4.2282 -20.2529 -0.1292 -0.5572 -0.5806 0.078
H 11.1156 -5.4807 -20.8534 -0.2402 -0.0426 0.0696 0.058
H 10.8767 -3.8554 -21.5560 0.4699 0.0056 0.0997 0.073
H 11.0835 -5.2709 -22.6001 -0.0873 0.0320 -0.0353 0.061
H 10.0320 -8.0868 -23.4822 0.0217 0.1070 0.3235 0.048
H 10.3659 -6.5020 -24.1548 -0.1621 0.0803 -0.1318 0.060
H 9.4243 -7.7428 -25.0391 -0.1774 0.2909 -0.2580 0.073
C 8.4154 -12.9049 -17.8704 -0.5973 -3.0492 0.6538 -0.012
C 8.4855 -11.8188 -18.7102 1.0981 2.4163 1.0925 -0.310
C 7.9807 -11.8308 -20.1556 0.8236 0.6025 -2.5840 -0.310
O 8.2221 -10.8897 -21.0492 0.2412 -0.1125 3.3932 -0.084
C 7.4311 -13.0010 -20.6164 -0.3341 -1.6242 1.2060 0.020
C 7.2497 -14.1458 -19.7521 0.0930 0.5032 0.0762 -0.238
C 7.8984 -14.1516 -18.2692 -0.7280 1.3339 -2.3554 -0.287
O 7.8546 -15.2812 -17.7327 2.2510 2.5168 2.0106 -0.120
O 6.6430 -15.1966 -20.0644 0.8547 3.0877 -1.9009 -0.092
O 9.0777 -10.7926 -18.2041 -1.0203 0.0452 -2.1526 -0.045
H 8.8689 -12.8338 -16.8929 0.0236 0.2302 0.0774 0.100
H 7.2045 -13.1032 -21.6674 -0.3142 0.0819 -0.0204 0.115
C 3.0826 -18.0010 -20.3418 4.1249 -0.3532 1.5859 -0.026
C 4.1599 -17.5292 -19.5627 -3.5030 1.2627 -0.4815 -0.358
C 3.8710 -16.3149 -18.5853 -3.8638 -0.0353 -1.3997 -0.348
O 4.8355 -15.8912 -17.9492 0.8402 1.2056 1.9321 -0.125
C 2.5375 -15.7558 -18.5130 4.3682 -1.0741 0.3064 -0.017
C 1.5830 -16.2368 -19.3608 -5.9676 2.2757 0.5955 -0.337
C 1.8619 -17.3994 -20.2932 -4.6219 -1.3398 -2.5871 -0.359
O 0.9451 -17.9026 -21.0517 1.6014 1.8506 2.0529 -0.038
O 0.3803 -15.6806 -19.2482 3.6177 -2.3498 -1.2373 -0.090
O 5.3421 -17.9069 -19.5971 0.8245 -2.2091 -1.0434 -0.146
H 3.2175 -18.8846 -20.9479 -0.0029 0.0593 -0.2201 0.108
H 2.3471 -14.8954 -17.8887 -0.0503 -0.0578 0.0674 0.097
C 4.8678 -11.8660 -18.0066 0.5160 -0.9507 0.7012 -0.052
C 4.4245 -10.7213 -17.1641 -0.1334 0.7129 -0.2598 -0.272
O 5.4604 -9.7518 -17.0121 0.6115 0.1598 -0.3451 -0.102
H 5.2113 -11.5503 -18.9916 -0.2126 -0.1560 0.0004 0.068
H 4.1163 -12.6552 -18.0315 -0.2934 0.1946 -0.5148 0.089
H 5.6855 -12.3620 -17.4836 0.3830 0.0578 -0.1505 0.068
H 4.1777 -11.0098 -16.1424 -0.6413 -0.3356 -0.1958 0.114
H 3.6185 -10.1978 -17.6783 -0.4997 -0.1212 0.3752 0.115
H 5.5739 -9.6034 -16.0704 0.1670 0.5583 0.0833 0.029
C 8.9341 -11.2060 -24.6691 0.4569 0.4515 0.3220 -0.069
C 9.3612 -12.6043 -25.0767 -0.6851 -0.1802 0.3910 -0.340
O 9.0344 -12.8389 -26.4132 -0.5789 0.0629 -1.4906 -0.076
H 7.9001 -10.9112 -24.8482 -0.1569 -0.6769 -0.6409 0.082
H 9.5492 -10.4470 -25.1525 0.1118 0.0666 0.1124 0.071
H 8.9548 -11.0848 -23.5860 0.5652 -0.0667 0.1892 0.046
H 8.8056 -13.3082 -24.4571 0.0632 -0.2629 0.3304 0.096
H 10.4224 -12.8491 -25.0315 0.3080 0.6062 0.9227 0.106
H 9.4956 -13.6283 -26.7060 -0.1141 -0.0110 -0.0539 0.079
C 12.2556 -14.6130 -15.2436 0.0798 0.7953 -0.1118 -0.067
C 10.9121 -14.2902 -15.8664 0.1538 -1.0068 0.0641 -0.327
O 10.2049 -15.5139 -16.0208 0.1116 -0.0144 0.0673 -0.085
H 12.8694 -15.2020 -15.9250 -0.0111 0.0597 -0.0204 0.077
H 12.2252 -15.1278 -14.2833 -0.4124 -0.0521 -0.0475 0.077
H 12.7170 -13.6408 -15.0704 0.4479 -0.0741 -0.0076 0.049
H 11.0398 -13.8306 -16.8465 0.2246 0.2107 0.0056 0.105
H 10.3369 -13.5974 -15.2521 -0.0125 0.1526 0.2086 0.079
H 9.5443 -15.3678 -16.7018 -0.6074 -0.2174 -0.0819 0.024
C 8.1034 -17.5904 -21.8521 -0.8556 -0.7614 -1.2579 -0.078
C 8.3780 -18.4122 -20.6253 1.0969 0.2168 -1.4931 -0.293
O 8.3771 -17.5459 -19.5324 1.7077 -0.7291 0.8313 -0.161
H 7.0744 -17.2403 -21.9341 0.0055 0.1582 0.4678 0.057
H 8.1988 -18.2645 -22.7034 0.2284 0.0256 -0.3304 0.082
H 8.7897 -16.7559 -21.9956 0.0978 -0.0338 0.2474 0.073
H 9.4051 -18.7620 -20.7296 0.0296 -0.5831 0.0323 0.115
H 7.7142 -19.2682 -20.5042 -0.1935 0.3613 0.2609 0.125
H 9.2498 -17.1526 -19.4600 0.0207 0.1615 0.1357 0.112
C 5.3903 -18.4690 -15.1694 -0.3313 -0.6004 0.5903 -0.076
C 6.5805 -17.6630 -15.6352 -1.0206 0.0128 -0.2109 -0.265
O 6.8122 -18.0550 -17.0140 0.6502 -0.6516 2.4205 -0.168
H 4.9775 -18.1411 -14.2154 0.3086 0.0235 0.2057 0.075
H 5.6680 -19.5193 -15.0817 0.0646 -0.1905 0.2421 0.072
H 4.5319 -18.4705 -15.8411 0.2818 0.4789 -0.4089 0.089
H 7.4840 -17.8064 -15.0426 0.0239 -0.2255 0.0199 0.115
H 6.3152 -16.6092 -15.5503 0.2210 0.0731 -0.7367 0.094
H 6.8760 -19.0121 -16.9760 -0.0018 -0.1642 -0.4332 0.100
C 7.5105 -10.5969 -14.3113 -0.3795 -1.0056 1.3544 -0.050
C 6.1165 -10.1718 -13.7176 2.3826 -1.0218 -0.7457 -0.277
O 5.8579 -8.9648 -14.3833 -0.9593 0.9070 0.4378 -0.090
H 8.2907 -9.8383 -14.2502 -0.5425 0.5470 -0.3634 0.066
H 7.3937 -11.0237 -15.3074 0.0160 0.4397 -0.1974 0.070
H 7.9860 -11.3902 -13.7346 -0.3869 -0.3430 0.2447 0.051
H 6.0942 -9.9982 -12.6417 0.3990 -0.2099 0.1002 0.114
H 5.3665 -10.9290 -13.9462 -0.0860 -0.1284 -0.0657 0.103
H 5.3277 -8.5005 -13.7314 -0.3299 0.7193 -0.5792 0.100
C 7.5892 -14.3507 -14.1072 -0.8517 0.3841 -0.6427 -0.076
C 6.6373 -14.3652 -12.8947 0.6616 -0.1128 -0.8444 -0.299
O 7.4557 -14.6515 -11.7900 -0.1529 0.1367 1.2710 -0.082
H 8.2867 -15.1883 -14.1073 -0.2087 -0.2749 0.1117 0.068
H 8.2267 -13.4690 -14.1726 -0.1239 0.1428 0.4567 0.042
H 7.0625 -14.3703 -15.0613 -0.1502 -0.1388 -0.1131 0.068
H 5.8053 -15.0660 -12.9633 0.1849 -0.6267 -0.3936 0.102
H 6.0799 -13.4466 -12.7122 0.6095 0.4820 0.0101 0.101
H 7.9330 -15.4587 -11.9953 0.0458 -0.0282 0.0374 0.077
C 5.9583 -15.1272 -23.6495 -1.1165 -0.4852 0.0318 -0.087
C 4.6496 -15.5095 -22.8979 1.1823 0.3812 0.6164 -0.287
O 4.3873 -14.6358 -21.8109 -0.5591 0.3406 -0.4925 -0.078
H 5.9240 -14.1049 -24.0261 0.0759 0.0044 0.0109 0.069
H 6.0618 -15.8301 -24.4761 0.1204 0.0935 -0.2826 0.067
H 6.8230 -15.2870 -23.0054 -0.0315 0.2455 0.1441 0.034
H 4.7986 -16.5221 -22.5230 -0.1960 -0.3126 0.0713 0.091
H 3.7483 -15.5138 -23.5108 0.2094 0.1455 -0.1651 0.115
H 5.1441 -14.5780 -21.2230 0.2177 -0.4159 0.0333 0.027
C 12.6592 -10.7183 -14.1006 0.7427 0.4155 0.0664 -0.081
C 11.2918 -10.7649 -14.6960 -1.0240 0.3329 -1.1747 -0.330
O 11.3399 -10.9418 -16.1177 0.8012 -0.5005 0.5245 -0.084
H 13.3824 -10.0805 -14.6089 -0.3674 0.2972 -0.4095 0.075
H 13.1469 -11.6930 -14.1099 -0.2583 -0.1146 0.3611 0.060
H 12.5806 -10.2922 -13.1004 0.0925 -0.4227 0.2477 0.079
H 10.6843 -9.8717 -14.5510 0.3640 0.5181 0.5098 0.091
H 10.7091 -11.5361 -14.1922 -0.0080 -0.5017 -0.0989 0.095
H 10.4622 -10.8728 -16.5006 -0.4294 0.0199 -0.2404 0.039
C 11.0563 -13.3386 -20.3491 -0.2346 -0.3320 -0.3716 -0.055
C 10.7723 -13.8850 -21.7475 -0.1979 0.2139 0.8918 -0.304
O 11.4580 -15.1236 -21.9027 0.1141 0.2050 -0.3340 -0.075
H 12.1116 -13.4109 -20.0861 0.1147 0.1671 -0.2473 0.085
H 10.5210 -13.9170 -19.5961 -0.1242 0.0853 0.0226 0.067
H 10.7188 -12.3025 -20.3224 0.0158 -0.0082 0.2806 0.055
H 11.0350 -13.1326 -22.4911 0.4248 -0.0894 -0.2459 0.099
H 9.7012 -14.0480 -21.8668 -0.2129 0.0348 0.0746 0.094
H 11.4302 -15.3140 -22.8432 0.0822 -0.3150 -0.0582 0.076
C 12.4097 -8.7491 -21.9313 0.2741 0.4423 -0.4644 -0.060
C 11.3547 -9.7741 -21.5491 0.1820 0.3156 -1.2706 -0.267
O 10.8540 -9.4516 -20.2551 0.8897 -0.4913 -0.0485 -0.103
H 12.0437 -7.7229 -21.9658 -0.3539 -0.0948 0.2481 0.064
H 12.8819 -8.9011 -22.9019 -0.2858 -0.4379 -0.2112 0.081
H 13.2550 -8.7770 -21.2438 -0.0445 -0.0543 0.3630 0.075
H 11.8242 -10.7578 -21.5473 -0.0714 -0.2089 0.2478 0.106
H 10.5046 -9.8549 -22.2265 0.0556 0.3654 0.0186 0.095
H 11.6294 -9.6721 -19.7338 -0.4438 0.1479 1.1208 0.106
C 5.0891 -9.1073 -20.8346 -0.5751 -0.4853 0.0506 -0.061
C 5.7651 -8.1439 -19.8577 -1.7087 0.0254 -1.3882 -0.281
O 6.7952 -8.7795 -19.1978 2.3233 -0.4733 0.2288 -0.107
H 4.6180 -9.9143 -20.2734 0.0462 -0.1451 0.0657 0.059
H 5.7471 -9.5825 -21.5621 0.3802 0.1828 0.2365 0.062
H 4.2739 -8.6793 -21.4181 0.0170 0.4646 0.0917 0.079
H 5.0733 -7.9240 -19.0446 -0.4991 0.7144 -0.4117 0.117
H 6.0854 -7.2600 -20.4092 0.3698 0.1426 0.3917 0.108
H 6.4087 -9.0835 -18.3733 0.1310 -0.7089 0.8271 0.050
C 11.6252 -7.5903 -17.0915 -0.6865 0.2116 -0.4909 -0.054
C 10.4428 -6.9414 -17.7951 0.3521 1.0406 0.4478 -0.275
O 9.3616 -7.8499 -18.0549 0.6991 0.1583 0.1545 -0.090
H 11.2585 -7.8929 -16.1107 0.4234 -0.7369 -0.1162 0.072
H 12.4568 -6.9037 -16.9330 -0.1222 0.2172 -0.1466 0.079
H 11.9605 -8.3712 -17.7741 0.1583 -0.4664 0.6846 0.069
H 10.7705 -6.4009 -18.6831 -0.3973 -0.3414 -0.3095 0.102
H 9.9834 -6.2192 -17.1203 0.3464 0.5316 -0.0582 0.117
H 8.7985 -7.6456 -17.3047 -0.7357 -0.7756 -0.3970 0.105
```
Forces are in eV/Å.